Record 1
Below is a 2-piece molecular cluster, C5H10O2 overall, with properties calculated with ωB97M-V with the def2-TZVPD basis set.

ORCA input file:
```
! wB97M-V def2-TZVPD RIJCOSX def2/J DEFGRID3
* xyz 0 1
C 1.82098 -0.06304 -1.07000
C 0.90007 0.21741 0.09882
O 0.21763 1.44996 -0.06429
C -1.16051 1.28651 0.25893
C -1.49462 -0.14970 -0.13100
C -0.17058 -0.87233 0.01713
O 0.04642 -2.05686 -0.11392
H 2.57844 0.71175 -1.17888
H 1.22016 -0.11176 -1.98413
H 2.28709 -1.04097 -0.91565
H 1.45320 0.21926 1.05224
H -1.72076 2.03230 -0.31275
H -1.34072 1.47181 1.33104
H -2.33376 -0.60430 0.40043
H -1.67596 -0.23354 -1.20805
H -0.39162 -0.91622 2.10022
H -0.25664 -1.57717 1.78304
*
```

HOMO = -9.615 eV
strongest force on any atom = 1.21 eV/A
energy = -9440.1960 eV
lowest unoccupied orbital energy = 0.90 eV
HOMO-LUMO gap = 10.516 eV

Record 2
Below is a 2-piece molecular cluster, C5H15N2O2 overall, with properties calculated with ωB97M-V with the def2-TZVPD basis set.

ORCA input file:
```
! wB97M-V def2-TZVPD RIJCOSX def2/J DEFGRID3
* xyz -1 1
C -0.99765 0.34270 1.49582
N -2.30030 -0.32487 1.00602
C -2.05785 -1.68533 0.57741
C -0.14444 0.84565 0.25705
C -0.72292 2.25666 -0.13813
N 1.23595 0.97126 0.63075
C 2.31069 0.03046 0.10745
O 2.21627 -0.25000 -1.18589
H -0.38981 -0.23766 2.22024
H -1.48136 1.21460 2.01526
H -2.47399 0.21071 0.17229
H -1.49619 -2.15467 1.37599
H -1.34387 -1.87980 -0.34954
H -2.95854 -2.21446 0.33889
H -0.19213 0.19544 -0.64210
H -0.99585 2.98189 0.47939
H -1.89384 2.06026 -0.41732
H -0.18864 2.57054 -1.15296
H 1.69152 1.85874 0.82753
H 2.35006 -0.93731 0.78564
H 3.20152 0.71250 0.22574
H 0.94929 -1.90446 -2.97053
H 1.13859 -1.09054 -1.57884
O 0.43458 -1.83141 -2.13720
*
```

HOMO = -3.755 eV
strongest force on any atom = 7.97 eV/A
energy = -12501.6400 eV
lowest unoccupied orbital energy = 3.79 eV
HOMO-LUMO gap = 7.542 eV

Record 3
Below is a 2-piece molecular cluster, FO2S2 overall, with properties calculated with ωB97M-V with the def2-TZVPD basis set.

ORCA input file:
```
! wB97M-V def2-TZVPD RIJCOSX def2/J DEFGRID3
* xyz -1 1
O -0.58024 -0.53423 -1.23956
O -0.56710 -0.56018 1.23688
F -1.43472 1.56100 0.00884
S 2.75383 -0.58571 -0.01034
S -0.17178 0.11912 0.00418
*
```

HOMO (spin up / spin down) = -5.270 / -5.275 eV
strongest force on any atom = 1.68 eV/A
energy = -28482.1306 eV
lowest unoccupied orbital energy (spin up / spin down) = 0.98 / 1.00 eV
HOMO-LUMO gap (spin up / spin down) = 6.250 / 6.280 eV

Record 4
Below is H3OPS2 as an isolated structure, with properties calculated with ωB97M-V with the def2-TZVPD basis set.

ORCA input file:
```
! wB97M-V def2-TZVPD RIJCOSX def2/J DEFGRID3
* xyz 0 3
O -2.09331 -0.24596 -0.73575
P -1.50336 0.32504 0.64035
S 3.04095 0.27588 0.15488
S 1.01537 0.17689 -0.34608
H -1.71101 -1.06182 -0.87247
H -1.79480 1.61126 0.50616
H 3.04615 -1.08128 0.65290
*
```

HOMO (spin up / spin down) = -7.020 / -9.155 eV
strongest force on any atom = 3.32 eV/A
energy = -33052.5514 eV
expectation value of S² = 2.007
lowest unoccupied orbital energy (spin up / spin down) = 0.24 / -2.39 eV
HOMO-LUMO gap (spin up / spin down) = 7.260 / 6.766 eV

Q: What is the formula in the first record?
A: C5H10O2

Q: Which value of strongest force on any atom does entry 4 give?
A: 3.32 eV/A